43
Properties=species:S:1:pos:R:3 method="wB97M-V/def2-TZVPD" lumo_ev="-7.5 / -10.1" charge=+2 relative_energy_kcal_mol=46.2 spin_multiplicity=3 total_energy_ev=-110093.4976 s2=2.02
Mo 2.53 1.95 0.29
O -2.30 2.21 -2.14
C -2.16 1.02 -2.88
C -3.03 0.60 -3.83
C -2.76 -0.58 -4.41
C -1.61 -1.30 -4.29
C -0.64 -0.86 -3.39
C -1.02 0.20 -2.54
C -0.29 0.62 -1.42
O 1.77 3.24 0.96
N 0.80 0.01 -1.07
N 1.35 0.26 0.21
C 0.92 -0.38 1.23
C 1.67 -0.07 2.49
Br 3.52 0.52 2.11
C 1.22 -0.34 3.74
C -0.15 -0.65 4.10
C -0.36 -1.23 5.32
C -1.64 -1.71 5.68
C -2.73 -1.74 4.85
C -2.43 -1.26 3.54
C -1.22 -0.68 3.24
H -3.02 2.67 -2.57
H -3.96 1.05 -4.09
H -3.50 -0.82 -5.16
H -1.21 -1.91 -5.08
H 0.30 -1.36 -3.52
H -0.55 1.38 -0.70
H 1.39 -0.54 -1.67
H 0.16 -1.13 1.15
H 1.91 -0.43 4.57
H 0.37 -1.21 6.09
H -1.86 -2.06 6.68
H -3.75 -2.10 5.20
H -3.13 -1.40 2.77
H -1.25 -0.15 2.25
F 5.32 0.79 -3.28
C 3.99 0.84 -3.07
F 3.51 -0.41 -2.73
F 3.39 1.32 -4.14
C 3.64 1.72 -1.81
O 4.43 2.02 -0.92
O 2.37 1.91 -1.75

21
Properties=species:S:1:pos:R:3 method="wB97M-V/def2-TZVPD" lumo_ev=-5.4 charge=+1 relative_energy_kcal_mol=145.4 total_energy_ev=-93750.5174
S 0.24 -1.11 -1.02
C -1.51 -0.43 -0.71
C -2.82 -1.37 -0.34
C -4.24 -0.57 -0.06
N -4.36 0.95 -0.11
C -3.16 1.82 -0.47
C -1.65 1.23 -0.78
Br -0.03 2.34 -1.20
H 0.86 -0.96 0.26
H -2.70 -2.54 -0.29
H -5.16 -1.24 0.24
H -5.26 1.45 0.10
H -3.28 2.99 -0.48
C 3.68 -0.28 0.86
O 2.62 -0.19 1.45
N 3.91 -1.20 -0.10
N 4.73 0.53 1.11
H 4.78 -1.29 -0.59
H 3.15 -1.83 -0.32
H 4.60 1.24 1.82
H 5.61 0.47 0.64

27
Properties=species:S:1:pos:R:3 method="wB97M-V/def2-TZVPD" lumo_ev=-0.1 charge=0 relative_energy_kcal_mol=101.6 total_energy_ev=-18717.7313 smiles=O.O.O.O.O.O.O.O.O
O -0.70 1.29 0.07
H 0.11 0.76 -0.04
H -1.33 0.67 0.45
O 2.22 -0.94 2.09
H 3.08 -0.64 2.38
H 2.05 -1.72 2.63
O -0.43 -1.48 1.12
H 0.00 -2.28 0.78
H -0.15 -0.79 0.51
O -3.42 2.47 1.14
H -4.31 2.83 1.26
H -3.28 1.95 1.93
O 1.63 3.16 -1.24
H 2.23 2.45 -1.01
H 0.94 2.72 -1.76
O 3.71 0.98 -0.21
H 4.25 0.19 -0.14
H 2.96 0.71 -0.75
O 3.05 -1.96 -1.01
H 3.90 -2.41 -0.95
H 2.49 -2.59 -1.50
O -3.08 -2.46 -0.78
H -3.33 -3.22 -1.33
H -3.50 -2.64 0.07
O -3.03 -0.35 -1.13
H -3.37 -0.85 -1.89
H -2.19 -0.77 -0.93

119
Properties=species:S:1:pos:R:3 method="wB97M-V/def2-TZVPD" lumo_ev=-5.7 charge=+2 relative_energy_kcal_mol=28.4 total_energy_ev=-236886.2504
La -2.54 -19.30 -5.00
F -2.40 -18.96 2.13
C -2.70 -18.60 0.89
C -1.98 -19.09 -0.17
F -1.01 -19.97 0.07
C -2.26 -18.74 -1.43
F -1.54 -19.20 -2.52
C -3.37 -17.94 -1.77
S -3.62 -17.32 -3.39
C -4.17 -17.61 -0.67
F -5.24 -16.76 -0.71
C -3.82 -17.84 0.64
F -4.61 -17.37 1.62
C -3.16 -17.00 -8.78
C -4.44 -16.73 -8.01
As -5.02 -18.22 -6.82
C -6.01 -19.41 -8.12
C -5.54 -20.46 -8.90
C -6.44 -21.16 -9.70
C -7.82 -20.89 -9.61
C -8.26 -19.91 -8.76
C -7.36 -19.15 -8.06
C -6.45 -17.29 -5.86
C -7.10 -16.24 -6.38
C -8.22 -15.65 -5.78
C -8.44 -16.10 -4.48
C -7.75 -17.10 -3.81
C -6.79 -17.76 -4.56
As -1.70 -17.04 -7.41
C -0.11 -17.53 -8.47
C -0.35 -18.11 -9.72
C 0.69 -18.43 -10.54
C 1.97 -18.17 -10.09
C 2.19 -17.61 -8.84
C 1.18 -17.30 -8.02
C -1.40 -15.13 -7.17
C -1.59 -14.45 -6.01
C -1.16 -13.17 -5.87
C -0.53 -12.55 -6.95
C -0.39 -13.19 -8.16
C -0.78 -14.51 -8.29
H -2.87 -16.27 -9.59
H -3.20 -17.96 -9.21
H -5.21 -16.63 -8.78
H -4.36 -15.73 -7.41
H -4.45 -20.64 -8.94
H -6.11 -22.04 -10.23
H -8.55 -21.50 -10.15
H -9.31 -19.73 -8.64
H -7.71 -18.37 -7.39
H -6.86 -15.93 -7.42
H -8.79 -14.89 -6.25
H -9.29 -15.69 -3.91
H -7.99 -17.38 -2.80
H -6.21 -18.56 -4.17
H -1.38 -18.21 -10.08
H 0.58 -18.87 -11.53
H 2.80 -18.43 -10.76
H 3.26 -17.46 -8.49
H 1.36 -16.84 -7.05
H -1.97 -14.93 -5.18
H -1.41 -12.58 -4.99
H -0.30 -11.50 -6.89
H 0.06 -12.66 -9.03
H -0.69 -15.06 -9.20
Cl 0.56 -16.69 -1.33
C -0.01 -16.07 -2.85
Cl 0.05 -17.30 -4.22
H 0.65 -15.23 -3.12
H -1.10 -15.79 -2.83
C -6.00 -24.94 -3.17
O -5.08 -24.19 -2.35
C -3.80 -24.10 -2.84
C -3.21 -25.02 -3.75
C -1.85 -24.90 -4.04
C -1.06 -23.92 -3.40
C -1.68 -22.99 -2.59
C -3.09 -23.07 -2.28
N -3.59 -22.10 -1.41
C -4.72 -21.41 -1.41
C -5.52 -21.22 -2.55
C -6.90 -20.99 -2.26
C -7.84 -20.92 -3.25
C -7.44 -21.08 -4.59
C -6.05 -21.24 -4.87
C -5.08 -21.12 -3.87
O -3.82 -21.04 -4.16
H -6.93 -24.80 -2.57
H -5.90 -26.06 -3.26
H -6.09 -24.48 -4.20
H -3.89 -25.85 -4.11
H -1.46 -25.62 -4.73
H -0.01 -23.89 -3.61
H -1.00 -22.23 -2.15
H -3.19 -22.07 -0.49
H -5.13 -21.06 -0.43
H -7.25 -20.78 -1.25
H -8.92 -20.79 -3.01
H -8.11 -21.11 -5.44
H -5.79 -21.27 -5.91
O -0.36 -20.33 -5.56
C -0.51 -20.74 -6.72
C 0.57 -20.95 -7.63
C 0.68 -22.27 -8.41
C 0.15 -23.50 -7.64
C -1.41 -23.49 -7.58
C -2.12 -22.46 -6.70
N -1.89 -21.02 -7.12
H 1.47 -20.71 -7.06
H 0.46 -20.02 -8.25
H 1.77 -22.41 -8.56
H 0.27 -22.21 -9.45
H 0.53 -23.41 -6.62
H 0.50 -24.44 -7.97
H -1.87 -24.47 -7.27
H -1.85 -23.38 -8.58
H -1.83 -22.49 -5.64
H -3.19 -22.74 -6.81
H -1.95 -20.83 -8.14

14
Properties=species:S:1:pos:R:3 method="wB97M-V/def2-TZVPD" lumo_ev=0.0 charge=0 relative_energy_kcal_mol=147.9 total_energy_ev=-8829.7913 smiles="C=C=C1[C@H]2N[C@@H]12.O"
C -1.80 1.38 0.09
C -1.39 0.28 -0.48
C -0.44 -0.56 -0.72
C 1.16 -0.81 -0.06
N 0.98 -2.24 -0.04
C 0.45 -1.53 -1.19
H -2.43 1.27 0.97
H -1.71 2.37 -0.36
H 2.17 -0.45 -0.34
H 0.23 -2.47 0.60
H 0.86 -1.62 -2.18
O 0.83 1.79 1.03
H 0.08 1.79 1.67
H 0.99 0.80 1.01

17
Properties=species:S:1:pos:R:3 method="wB97M-V/def2-TZVPD" lumo_ev=3.8 charge=-1 relative_energy_kcal_mol=50.0 total_energy_ev=-18682.9262 smiles=CN[C@@H](CO)C[S-]
C 1.26 1.22 -1.35
N 0.75 -0.02 -0.82
C 0.25 -0.27 0.53
C -0.88 0.76 0.74
O -1.84 0.30 1.72
C -0.23 -1.73 0.60
S -1.39 -2.22 -0.74
H 1.55 1.07 -2.39
H 2.15 1.67 -0.88
H 0.46 1.98 -1.47
H 1.07 -0.73 -1.44
H 1.10 0.01 1.18
H -1.44 0.89 -0.19
H -0.43 1.67 1.12
H -2.32 -0.37 1.20
H 0.63 -2.39 0.60
H -0.68 -1.84 1.59

10
Properties=species:S:1:pos:R:3 method="wB97M-V/def2-TZVPD" lumo_ev=-0.1 charge=0 relative_energy_kcal_mol=51.7 total_energy_ev=-9675.2131 smiles="O=Cn1nccn1"
O -2.65 -0.61 -0.75
C -2.00 -0.49 0.25
N -0.62 0.02 0.11
N -0.05 0.11 -1.17
C 1.32 0.20 -0.92
C 1.40 0.44 0.50
N 0.24 0.30 1.11
H -2.16 -0.79 1.33
H 2.14 0.29 -1.64
H 2.38 0.53 1.18

15
Properties=species:S:1:pos:R:3 method="wB97M-V/def2-TZVPD" lumo_ev="-2.1 / -4.8" charge=0 relative_energy_kcal_mol=109.1 total_energy_ev=-34656.1952
C 1.72 0.74 -0.11
C 0.62 -0.73 1.16
C 0.16 -0.67 -0.12
C 0.22 -1.38 2.44
N 1.68 0.12 1.06
N 0.74 0.30 -0.90
O -0.78 0.68 -3.05
O -3.27 1.03 -3.17
S -2.13 0.57 -2.41
Cl -2.01 2.20 -1.03
H 2.48 1.39 -0.40
H 1.12 -1.23 3.18
H -0.65 -1.03 2.89
H -0.17 -2.42 2.35
H 0.25 0.43 -1.90

57
Properties=species:S:1:pos:R:3 method="wB97M-V/def2-TZVPD" lumo_ev=2.5 charge=-1 total_energy_ev=-111319.7019
C -0.41 -5.46 0.41
C -1.35 -4.10 0.52
C -2.82 -4.27 -0.26
C -3.58 -2.83 -0.15
C -3.78 -2.03 -1.57
C -2.45 -1.97 -2.53
C -2.12 -0.47 -3.14
C -1.52 0.59 -2.04
P 0.37 0.34 -1.68
O 0.97 1.37 -2.96
B 2.44 1.48 -2.92
O 3.02 2.85 -2.73
O 3.38 0.34 -3.08
O -0.21 -0.74 -0.44
C -0.04 -0.32 0.98
C 0.41 1.28 0.80
Br 2.25 1.68 1.48
C -0.60 2.25 1.72
O -1.17 3.22 0.77
C -1.00 4.61 1.20
O 0.49 1.76 -0.62
H 0.69 -5.11 0.71
H -0.35 -5.74 -0.73
H -0.76 -6.34 1.11
H -1.47 -3.69 1.62
H -0.78 -3.27 -0.10
H -3.43 -5.04 0.39
H -2.63 -4.66 -1.35
H -4.68 -2.99 0.29
H -3.05 -2.10 0.61
H -4.09 -0.90 -1.35
H -4.71 -2.48 -2.16
H -1.49 -2.48 -2.04
H -2.69 -2.65 -3.48
H -3.16 -0.02 -3.52
H -1.45 -0.57 -4.11
H -1.59 1.68 -2.53
H -2.14 0.64 -1.05
H 0.46 -0.86 -2.50
H 1.68 0.04 -1.13
H 2.36 3.31 -2.11
H 2.86 -0.52 -3.21
H -1.03 -0.55 1.56
H 0.86 -0.94 1.45
H 0.09 2.71 2.55
H -1.48 1.62 2.15
H -0.59 4.76 2.29
H -2.08 5.12 1.20
H -0.32 5.16 0.42
C 4.85 3.45 3.99
O 3.71 3.83 4.17
N 5.20 2.65 2.96
N 5.87 3.79 4.79
H 6.14 2.33 2.79
H 4.46 2.37 2.33
H 5.66 4.39 5.58
H 6.82 3.49 4.66

50
Properties=species:S:1:pos:R:3 method="wB97M-V/def2-TZVPD" lumo_ev=0.6 charge=0 relative_energy_kcal_mol=0.0 total_energy_ev=-30051.1254 smiles="CC(C)n1c(CN2CCN(C)CC2)nc2c1c(=O)n(C)c(=O)n2C"
C 1.82 1.07 2.80
C 1.42 1.68 1.46
C 2.44 2.71 0.99
N 1.27 0.63 0.46
C 0.14 0.31 -0.22
C -1.16 1.04 -0.04
N -2.13 0.68 -1.05
C -3.21 1.63 -1.19
C -4.25 1.53 -0.06
N -4.79 0.19 -0.02
C -5.85 0.05 0.95
C -3.72 -0.77 0.20
C -2.68 -0.66 -0.92
N 0.31 -0.70 -1.05
C 1.60 -1.05 -0.92
C 2.24 -0.24 0.02
C 3.63 -0.43 0.33
O 4.31 0.20 1.12
N 4.19 -1.47 -0.42
C 5.60 -1.76 -0.21
C 3.57 -2.28 -1.36
O 4.18 -3.15 -1.94
N 2.23 -2.04 -1.59
C 1.51 -2.85 -2.55
H 2.81 0.65 2.74
H 1.82 1.84 3.57
H 1.11 0.29 3.09
H 0.44 2.16 1.56
H 2.46 3.55 1.68
H 3.43 2.27 0.95
H 2.17 3.09 0.00
H -1.51 0.85 1.00
H -0.97 2.11 -0.13
H -2.81 2.64 -1.24
H -3.71 1.41 -2.13
H -5.07 2.23 -0.26
H -3.80 1.82 0.90
H -6.25 -0.96 0.90
H -6.65 0.76 0.71
H -5.51 0.25 1.98
H -4.15 -1.78 0.18
H -3.25 -0.63 1.18
H -1.86 -1.35 -0.76
H -3.16 -0.89 -1.87
H 5.97 -1.07 0.54
H 6.14 -1.63 -1.15
H 5.72 -2.79 0.12
H 2.23 -3.34 -3.19
H 0.85 -2.19 -3.13
H 0.90 -3.59 -2.03

6
Properties=species:S:1:pos:R:3 method="wB97M-V/def2-TZVPD" lumo_ev=0.0 charge=0 relative_energy_kcal_mol=61.3 total_energy_ev=-12418.6978
C -0.51 -0.92 0.03
O 0.90 1.08 0.21
P -0.72 0.73 -0.45
H 0.41 -0.88 0.95
H -1.58 -1.60 -0.44
H 1.50 1.59 -0.29

22
Properties=species:S:1:pos:R:3 method="wB97M-V/def2-TZVPD" lumo_ev="0.3 / -0.5" charge=0 relative_energy_kcal_mol=184.1 total_energy_ev=-14410.5651
C 0.99 0.48 0.96
C 2.00 -0.03 0.14
C 0.39 1.07 -1.09
C -2.33 0.17 -0.47
C -0.21 0.97 0.30
C 1.55 0.05 -1.17
C -1.21 -0.21 0.48
C -0.93 -1.46 -0.13
N -2.09 -0.49 -1.64
N -1.37 -1.51 -1.40
N 1.56 -0.24 2.05
N 2.75 -0.48 1.28
H -0.42 0.76 -1.83
H 0.75 2.04 -1.38
H -3.31 -0.05 -0.05
H -2.30 1.24 -0.67
H -0.57 1.88 0.69
H 1.89 -0.20 -2.21
H -1.55 -0.29 1.65
H -0.15 -2.26 0.17
H 1.59 0.06 3.01
H 2.97 -1.48 1.32